(1)
{
  "formula": "C40H110HfN6O19",
  "method": "ωB97M-V/def2-TZVPD",
  "species": ["C", "H", "H", "C", "C", "H", "C", "H", "H", "H", "H", "H", "H", "H", "C", "H", "H", "C", "C", "H", "H", "H", "H", "H", "H", "H", "H", "H", "H", "C", "H", "H", "C", "H", "N", "O", "O", "H", "H", "H", "H", "C", "H", "H", "O", "H", "H", "H", "C", "H", "C", "C", "O", "H", "O", "C", "H", "H", "H", "O", "H", "H", "C", "H", "C", "C", "C", "H", "H", "H", "N", "C", "C", "H", "C", "H", "C", "N", "C", "C", "C", "H", "C", "C", "O", "H", "C", "H", "O", "O", "C", "H", "H", "O", "H", "H", "H", "H", "H", "H", "H", "H", "H", "H", "H", "H", "C", "H", "C", "O", "H", "H", "N", "N", "H", "H", "O", "H", "H", "C", "H", "H", "O", "C", "H", "H", "H", "O", "H", "H", "H", "H", "C", "O", "H", "H", "H", "H", "H", "H", "H", "H", "H", "H", "H", "C", "H", "C", "H", "Hf", "H", "C", "H", "O", "H", "O", "H", "H", "H", "H", "C", "O", "C", "H", "H", "H", "C", "N", "H", "H", "H", "H", "H", "O", "H", "H"],
  "positions_angstrom": [[-1.842, -3.580, -1.541], [-2.729, -3.499, -0.905], [0.695, -2.906, 1.917], [0.811, 4.948, 4.724], [-3.537, -2.521, 5.480], [-1.745, 6.353, -3.063], [-1.479, 1.936, -3.366], [-3.876, 1.121, -0.080], [-3.153, -3.629, -3.348], [-0.417, 4.543, -1.909], [-0.503, 4.751, -4.400], [-2.671, 1.691, 2.928], [3.105, 0.067, 4.157], [-0.076, 4.756, 5.335], [-0.030, 7.529, -2.362], [-6.226, -2.125, 0.292], [-0.956, 0.582, -6.140], [2.383, -2.621, 6.159], [-0.720, 6.586, -3.371], [-3.518, -0.287, 7.037], [7.397, -0.003, -1.719], [-2.259, -1.786, 3.171], [1.789, -2.958, -1.492], [3.324, -2.107, 5.961], [-4.682, 2.041, 4.401], [0.783, 1.362, -9.351], [-1.111, -2.835, -1.217], [6.356, 1.369, -1.681], [-3.424, -0.295, -4.122], [-1.986, -5.149, 1.037], [-6.996, 1.170, 5.177], [-3.975, -1.723, 4.870], [0.119, 0.777, -8.719], [3.705, 4.375, -2.760], [1.812, 2.310, 1.402], [5.005, -1.184, -5.524], [0.635, -3.444, 2.710], [1.927, 2.563, 4.167], [-3.805, 0.559, 4.828], [-0.041, -4.734, 0.194], [-2.128, -5.568, -1.782], [2.758, -1.337, -4.429], [2.184, -2.838, 7.207], [-1.820, 0.179, 0.853], [-5.654, 0.382, 3.832], [2.965, -0.353, -3.985], [-0.312, -3.441, 2.935], [-2.189, 2.735, -3.137], [-6.460, 0.241, 4.989], [0.892, 8.581, -0.357], [-3.558, 1.067, 2.798], [4.019, -2.047, -4.876], [1.406, -1.719, 5.577], [3.611, -3.469, -0.402], [-5.042, -0.500, 0.114], [4.057, 3.517, -2.186], [-7.114, -0.621, 4.856], [4.405, 0.070, -2.018], [0.235, 2.543, 4.478], [-0.221, 6.978, -1.067], [-4.740, -2.405, -0.693], [4.446, -2.501, -3.976], [-5.167, -1.901, 0.180], [0.976, 3.754, 0.187], [1.887, 3.637, 0.781], [0.682, 3.093, -3.003], [0.705, 2.153, 2.382], [-3.756, -6.082, 2.519], [0.247, -3.392, 5.111], [-0.500, 8.515, -2.397], [-0.010, 5.381, -3.782], [-0.065, 0.024, -6.448], [-0.799, -1.607, 4.535], [-3.141, -1.262, 8.476], [-3.125, -1.332, -4.237], [1.817, 0.527, -0.906], [0.968, 2.855, 3.727], [1.801, -1.145, -5.514], [6.478, 0.393, -2.151], [-4.405, 1.044, 4.051], [6.169, -1.934, -5.835], [1.597, 3.083, -3.596], [-4.175, -5.646, 1.604], [1.016, -1.018, 0.373], [-2.887, -2.214, 6.685], [1.594, 4.622, 5.416], [0.978, -0.167, -0.902], [-4.411, -4.611, 1.875], [3.025, -0.753, 3.654], [4.114, -3.435, 0.444], [-2.759, -0.365, 0.975], [-0.460, -0.884, -6.908], [6.445, 0.383, -3.237], [2.473, -3.607, -1.693], [-2.245, -4.086, 1.117], [-0.920, 7.153, -4.284], [2.357, -1.292, 4.144], [-1.318, 1.434, -2.406], [2.317, -0.835, -6.331], [6.717, -1.428, -6.630], [1.336, 4.910, -2.209], [0.076, -0.255, -9.083], [-0.305, -2.350, 6.513], [4.782, 1.578, 1.918], [-0.906, 1.153, -8.790], [-0.201, -0.942, 3.906], [-3.770, 0.035, -0.142], [-0.300, 2.287, 1.975], [-3.608, -1.273, 7.491], [5.243, -0.791, -0.287], [6.797, -1.921, -4.939], [0.185, -0.569, -4.338], [-1.391, -4.984, -1.414], [-3.291, -0.303, 2.335], [2.010, -4.310, -2.164], [-5.051, -6.160, 1.217], [0.674, 0.811, -7.434], [4.189, -4.356, 0.725], [0.456, -1.945, 0.207], [0.123, -2.386, 5.513], [2.435, -3.592, 5.660], [1.025, -0.862, -1.743], [-0.341, 2.621, -3.837], [5.287, -0.469, -1.652], [3.174, 4.974, -0.406], [1.036, 7.689, -2.546], [0.920, 6.005, 4.496], [4.094, 0.920, 1.749], [5.161, -1.429, -2.163], [-5.835, -0.134, 5.804], [-2.487, -1.396, 0.726], [-1.575, -5.472, 1.999], [0.557, 7.584, -0.063], [0.847, 4.256, 3.486], [6.115, -2.973, -6.169], [0.463, -0.515, 1.173], [1.877, 4.352, 1.602], [1.436, 6.955, 0.113], [-4.614, -1.628, 7.724], [-0.646, -6.356, -0.115], [3.923, 3.682, 0.638], [-4.188, 1.604, 2.079], [1.064, 0.799, -4.833], [-4.391, -3.168, 5.719], [-0.005, 0.289, -1.018], [0.755, -0.191, -5.193], [0.019, 7.697, 0.878], [3.109, 3.945, -0.052], [-2.438, -1.553, -5.058], [4.438, -1.435, 1.767], [3.252, 1.456, 1.602], [-2.677, -3.288, 4.507], [-4.283, -0.543, 2.294], [-2.570, -1.754, -2.999], [4.144, 2.649, -2.840], [2.308, -1.230, 0.891], [-1.833, 1.158, -4.038], [1.688, 1.602, 0.686], [-3.558, -0.150, -1.199], [5.074, 3.665, -1.815], [0.398, 4.553, -2.641], [-3.150, -5.833, 0.655], [-0.930, -5.302, -0.088], [-4.657, -2.412, 1.005], [2.210, -1.892, -3.664], [-2.110, -4.104, 4.962], [-2.268, -3.122, -2.946], [-1.714, -2.414, 3.764], [-3.224, -3.786, 3.707], [-1.485, -3.277, -3.701], [3.846, -2.859, -5.584], [-1.331, -0.891, 5.175], [0.746, 2.579, -2.042], [3.164, 3.074, -1.161], [0.647, 1.078, 2.582], [-4.007, -1.941, -4.460]],
  "mulliken_charge": [0.83, -0.11, -0.03, -0.86, -0.17, 0.35, -0.10, 0.38, 0.50, 0.37, 0.30, 0.27, 0.22, 0.30, -0.58, 0.35, 0.39, -0.91, -0.88, 0.28, 0.39, -0.45, 0.11, 0.28, 0.62, 0.27, -0.47, 0.24, 0.26, 0.46, 0.32, -0.06, -0.80, 0.36, 0.94, -0.35, -0.72, 0.34, -0.09, -0.02, 0.43, 0.84, 0.34, -0.48, -0.32, -0.09, 0.15, 0.49, -0.75, 0.41, -0.70, -1.04, -0.48, 0.22, -0.40, -0.99, 0.27, -0.28, 0.63, -0.26, 0.08, 0.48, -0.12, 0.23, -0.85, 0.98, 0.78, 0.36, 0.41, 0.49, -0.35, -1.11, 0.91, 0.29, -0.96, 0.12, -1.05, -0.34, -1.23, -0.58, -0.76, 0.20, -0.66, 1.52, -0.36, 0.35, 0.08, 0.08, -0.44, -0.53, 1.09, 0.56, 0.31, -0.63, -0.52, 0.50, 0.52, 0.06, 0.39, 0.30, -0.02, 0.33, 0.55, 0.23, 0.31, -1.09, -0.68, 0.25, -0.78, -0.98, 0.24, -0.30, -0.27, 0.31, 0.32, 0.30, -0.35, 0.32, -0.37, -1.10, 0.37, -0.53, -0.33, 0.76, 0.53, 0.42, 0.27, -0.45, 0.05, 0.23, -0.95, 0.70, -0.69, -0.22, 0.32, -0.17, 0.73, 0.14, 0.34, 0.47, 0.34, 0.36, -0.15, 0.61, -0.39, 0.70, 0.23, -1.00, 0.27, 1.19, 0.38, -0.98, 0.29, 0.14, 0.19, 1.58, -0.39, -0.69, 0.26, 0.32, -0.72, -0.45, -0.72, -0.13, -0.44, 0.46, -1.40, 1.06, 0.08, 0.36, 0.58, 0.63, -0.53, 0.14, -0.98, 0.45],
  "multiplicity": 1,
  "largest_force_ha_per_bohr": 0.2386,
  "orbital_gap_ev": 2.900,
  "charge": 2,
  "total_energy_ev": -92389.087,
  "homo_energy_ev": -11.55
}


(2)
{
  "formula": "C5H10BrN4",
  "method": "ωB97M-V/def2-TZVPD",
  "species": ["Br", "C", "C", "H", "H", "N", "N", "H", "C", "H", "H", "C", "H", "N", "C", "N", "H", "H", "H", "H"],
  "positions_angstrom": [[2.482, -2.514, 0.748], [-1.183, 1.726, 0.006], [1.591, 0.776, 0.197], [-2.061, -0.794, 0.088], [1.851, 1.692, -0.331], [-1.331, -2.538, 1.122], [0.668, -2.147, 0.695], [-1.124, 1.166, 0.948], [0.601, -0.037, -0.658], [-0.661, 2.666, 0.177], [-2.245, 1.891, -0.177], [-0.523, 0.894, -1.138], [1.125, 0.990, 1.161], [0.009, -1.152, 0.116], [-1.260, -1.438, 0.406], [-0.109, -2.982, 1.276], [1.102, -0.422, -1.551], [2.521, 0.249, 0.407], [-1.327, 0.354, -1.646], [-0.125, 1.622, -1.844]],
  "nbo_charge": [0.44, -0.63, -0.63, 0.26, 0.25, -0.20, -0.03, 0.19, -0.06, 0.24, 0.24, -0.42, 0.23, -0.12, 0.22, 0.06, 0.25, 0.23, 0.22, 0.26],
  "multiplicity": 1,
  "largest_force_ha_per_bohr": 0.0355,
  "orbital_gap_ev": 10.430,
  "charge": 1,
  "total_energy_ev": -81340.177,
  "de_lowest_ev": 2.500,
  "homo_energy_ev": -15.66
}


(3)
{
  "formula": "C22H21Cl2N2",
  "method": "ωB97M-V/def2-TZVPD",
  "species": ["C", "C", "C", "H", "C", "H", "H", "C", "C", "C", "C", "H", "H", "C", "C", "H", "H", "C", "C", "C", "H", "Cl", "H", "C", "C", "C", "Cl", "H", "H", "H", "C", "H", "H", "C", "H", "C", "C", "H", "C", "H", "C", "N", "H", "N", "H", "H", "H"],
  "positions_angstrom": [[-5.775, 1.148, 2.607], [1.503, 1.040, 1.407], [-4.578, 0.501, 2.298], [-4.628, 4.365, 2.711], [0.837, -0.983, -2.745], [2.574, -4.573, -2.605], [0.216, 0.760, -1.613], [-3.367, 1.225, 2.081], [-0.938, 1.122, 1.496], [-4.603, 3.284, 2.605], [3.897, 1.325, 0.968], [2.376, -1.955, -5.414], [3.299, -4.284, -4.186], [1.545, 2.260, 2.155], [0.435, -0.313, -1.586], [0.641, 2.612, 2.671], [0.845, -0.401, -3.681], [-2.184, 0.524, 1.672], [-5.790, 2.551, 2.746], [0.240, 0.375, 1.252], [0.649, -1.804, -5.067], [5.321, 3.428, 1.894], [-4.566, -0.591, 2.190], [1.493, -2.496, -5.045], [3.894, 2.513, 1.722], [1.288, -2.331, -2.625], [-7.254, 3.361, 3.062], [2.773, -0.407, 0.360], [-6.708, 0.593, 2.717], [4.817, 0.992, 0.489], [2.353, -4.305, -3.633], [1.274, -3.312, -5.740], [2.704, 3.874, 2.947], [-3.408, 2.632, 2.301], [-2.489, 3.205, 2.203], [2.733, 0.564, 0.865], [0.913, -2.129, -0.267], [-2.274, -0.550, 1.508], [2.715, 2.977, 2.333], [1.759, -3.882, -1.087], [1.350, -2.898, -1.329], [0.360, -0.903, -0.388], [1.726, -5.093, -4.060], [1.690, -3.024, -3.713], [-0.880, 2.240, 1.502], [0.175, -0.756, 1.270], [1.046, -2.480, 0.756]],
  "nbo_charge": [-0.23, -0.08, -0.12, 0.24, -0.32, 0.21, 0.21, -0.15, -0.34, -0.22, -0.24, 0.21, 0.22, -0.17, 0.09, 0.22, 0.24, 0.03, -0.01, 0.07, 0.21, 0.07, 0.23, -0.41, 0.00, 0.26, 0.08, 0.23, 0.25, 0.24, -0.41, 0.22, 0.25, -0.13, 0.22, -0.16, 0.05, 0.22, -0.24, 0.24, -0.31, -0.49, 0.21, -0.37, 0.22, 0.26, 0.21],
  "multiplicity": 1,
  "largest_force_ha_per_bohr": 0.0659,
  "orbital_gap_ev": 6.802,
  "charge": 1,
  "total_energy_ev": -51171.464,
  "de_lowest_ev": 3.101,
  "homo_energy_ev": -11.31
}


(4)
{
  "formula": "C7H11NO3P",
  "method": "ωB97M-V/def2-TZVPD",
  "species": ["H", "P", "C", "C", "H", "C", "O", "H", "H", "H", "C", "H", "H", "H", "C", "O", "C", "H", "C", "O", "N", "H", "H"],
  "positions_angstrom": [[0.020, -1.022, 3.060], [0.301, -0.620, -3.430], [0.647, -1.260, -0.164], [-0.238, -0.172, -0.549], [1.321, -1.649, -0.898], [0.638, 0.795, 1.838], [1.499, -1.462, -3.680], [-0.794, 0.626, -4.622], [-2.393, 0.896, 0.536], [1.601, -2.346, 1.307], [0.209, -0.687, 2.094], [-2.565, -0.237, 1.631], [1.423, 1.200, -1.768], [-1.136, -0.453, -1.078], [-0.678, 0.219, 1.285], [0.160, 0.577, -4.543], [0.485, 0.633, -2.021], [1.435, 0.880, 1.087], [0.934, -1.544, 1.099], [-1.009, -1.282, -3.416], [-1.998, 0.606, 1.469], [0.519, 1.277, 2.847], [-0.426, 1.357, -2.195]],
  "nbo_charge": [0.22, 2.35, -0.22, -0.25, 0.22, -0.45, -1.16, 0.48, 0.37, 0.20, -0.31, 0.35, 0.22, 0.22, 0.18, -1.02, -0.78, 0.23, -0.23, -1.20, -0.84, 0.21, 0.21],
  "multiplicity": 1,
  "largest_force_ha_per_bohr": 0.0985,
  "orbital_gap_ev": 8.428,
  "charge": -1,
  "total_energy_ev": -24358.602,
  "de_lowest_ev": 2.691,
  "homo_energy_ev": -4.98
}